Entry 1:
This record from the Open Molecules 2025 dataset describes a structure of composition C39H51BrCoN4O10S2Si. The level of theory is ωB97M-V with the def2-TZVPD basis set.

Output
- Lowest unoccupied orbital energy (alpha / beta): 4.07 / 2.60 eV
- Charge: -2
- Multiplicity: 6
- HOMO (alpha / beta): -0.28 / -2.80 eV
- Relative energy (zero: lowest compared OMol25 entry of this formula, charge and spin): 20.79 kJ/mol

Last column: Löwdin spin population.
Atoms and positions in Å:
Co1 -0.32821 -0.06737 -0.09422  2.7903
S1 1.25866 -2.42701 0.54948  0.5038
C1 -0.17859 -2.97286 -0.15296  0.0384
N1 -1.01384 -2.16287 -0.73936  0.0611
C2 -2.00188 -2.84360 -1.41556  0.0042
C3 -2.95020 -2.27272 -2.27107  0.0092
C4 -3.89027 -3.09054 -2.85776  -0.0007
C5 -3.90113 -4.47491 -2.62073  0.0110
C6 -2.94492 -5.06407 -1.81753  -0.0007
C7 -1.98339 -4.23986 -1.23394  0.0139
S2 -0.60668 -4.67603 -0.28986  0.0183
H1 -2.91873 -1.21162 -2.45378  0.0007
H2 -4.63639 -2.65445 -3.51111  -0.0003
H3 -4.65708 -5.09336 -3.09050  0.0008
H4 -2.92819 -6.13612 -1.66035  -0.0003
O1 1.28288 -0.58760 -1.31467  0.3539
N2 1.36855 -0.64669 -2.66288  0.2743
C8 2.54156 -1.16655 -3.21056  0.1576
C9 2.68284 -1.24576 -4.56267  0.0532
C10 1.65943 -0.81227 -5.43826  0.3037
C11 0.46884 -0.28821 -4.82847  0.0811
C12 0.34092 -0.21687 -3.47984  0.1157
H5 3.27871 -1.48067 -2.48815  0.0141
H6 3.60940 -1.65223 -4.95154  -0.0028
H7 1.77145 -0.86476 -6.51270  0.0239
H8 -0.35129 0.07573 -5.43420  0.0005
H9 -0.51516 0.20421 -2.96580  0.0062
C13 -2.88483 2.80188 1.68759  -0.0003
C14 -2.61053 2.79045 3.18891  0.0000
C15 -3.92078 2.74190 3.97579  0.0000
C16 -1.80858 4.02008 3.59141  0.0000
O2 -1.79407 1.67843 3.52190  0.0013
Si1 -1.85269 0.10403 3.00687  0.0090
O3 -1.19013 -0.08764 1.60637  0.0571
O4 -3.43874 -0.34255 3.17134  0.0008
C17 -4.09286 -1.58651 2.96463  0.0000
C18 -5.40550 -1.31746 2.24304  0.0000
C19 -3.22799 -2.53400 2.13161  0.0000
C20 -4.35584 -2.17920 4.34833  0.0000
O5 -1.06395 -0.77102 4.18251  0.0018
C21 -0.29816 -0.44105 5.32083  0.0002
C22 0.23109 -1.76321 5.86320  0.0001
C23 0.85764 0.47013 4.92290  0.0000
C24 -1.17494 0.23244 6.37864  0.0001
H10 -3.36234 3.73768 1.38312  0.0000
H11 -3.54162 1.96859 1.41693  0.0000
H12 -1.94884 2.68024 1.13475  -0.0002
H13 -4.51073 3.64313 3.78064  0.0000
H14 -3.70746 2.68103 5.04852  0.0000
H15 -4.49856 1.86166 3.68898  0.0000
H16 -2.36899 4.93276 3.36846  0.0000
H17 -0.86297 4.04380 3.04315  0.0000
H18 -1.59005 3.99064 4.66278  0.0000
H19 -5.21336 -0.77746 1.31766  0.0000
H20 -6.05897 -0.70185 2.87092  0.0000
H21 -5.91855 -2.25891 2.01683  0.0000
H22 -2.97631 -2.04734 1.18194  0.0000
H23 -3.77106 -3.45952 1.92289  0.0000
H24 -2.29359 -2.76935 2.65085  0.0000
H25 -5.06744 -1.55639 4.89761  0.0000
H26 -3.41780 -2.22019 4.90938  0.0000
H27 -4.76491 -3.19307 4.26512  0.0000
H28 0.88540 -2.22972 5.12273  0.0001
H29 -0.60613 -2.43845 6.05819  0.0000
H30 0.79163 -1.61162 6.79095  0.0000
H31 1.43540 0.02092 4.11394  0.0001
H32 1.50847 0.65944 5.78310  0.0000
H33 0.46944 1.42300 4.55232  0.0000
H34 -2.01769 -0.41829 6.63215  0.0000
H35 -1.57154 1.17095 5.98639  0.0000
H36 -0.59475 0.43467 7.28437  0.0000
Br1 -6.50093 0.88379 -0.88204  0.0000
C25 -5.26000 2.17105 -1.54681  0.0004
C26 -5.85249 3.33626 -2.03016  0.0001
C27 -5.06973 4.35371 -2.54758  0.0000
C28 -3.69393 4.19837 -2.58701  0.0000
C29 -3.11777 3.03219 -2.10469  0.0002
C30 -3.87853 1.99528 -1.56827  0.0023
C31 -3.10350 0.77614 -1.01611  0.0042
O6 -3.73153 -0.10049 -0.42837  0.0019
O7 -1.85264 0.79528 -1.24964  0.0340
H37 -6.92960 3.43535 -1.99285  0.0000
H38 -5.53925 5.25853 -2.91831  0.0000
H39 -3.06424 4.98543 -2.98659  0.0000
H40 -2.04425 2.89588 -2.11601  0.0000
C32 3.78856 2.21734 -1.63128  0.0013
C33 3.09326 3.56826 -1.80659  0.0004
C34 2.06868 3.92385 -0.70406  0.0019
C35 1.52856 5.33699 -0.94746  0.0002
C36 0.42582 5.74221 0.03028  0.0000
C37 2.78547 3.89659 0.62554  0.0001
O8 3.57759 4.76116 0.97223  0.0001
N3 2.53262 2.80929 1.38902  0.0011
C38 1.67241 1.72976 1.05334  0.0026
O9 1.77563 0.73154 1.74671  0.0067
N4 0.80479 1.86001 0.02180  0.0332
C39 0.92154 2.89793 -0.83778  0.0043
O10 0.20515 3.05233 -1.81924  0.0011
H41 4.39848 1.99072 -2.50802  0.0010
H42 3.06582 1.40308 -1.51792  0.0006
H43 4.44460 2.21665 -0.75564  0.0000
H44 2.53647 3.56960 -2.74558  0.0001
H45 3.83169 4.37422 -1.84518  0.0001
H46 1.14637 5.36413 -1.96801  0.0000
H47 2.36915 6.02815 -0.86751  0.0001
H48 -0.43680 5.07708 -0.05898  0.0000
H49 0.08419 6.76194 -0.16451  0.0000
H50 0.78349 5.70429 1.06360  0.0000
H51 3.06656 2.68785 2.23462  0.0001



Entry 2:
This record from the Open Molecules 2025 dataset describes an isolated molecule of C4H9NO. The level of theory is ωB97M-V with the def2-TZVPD basis set.

Output
- Lowest unoccupied orbital energy: 0.99 eV
- Multiplicity: 1
- HOMO: -9.71 eV
- Relative energy (zero: lowest compared OMol25 entry of this formula, charge and spin): 184.81 kJ/mol
- SMILES string: C[C@H]1N[C@H]1CO

Last column: Mulliken charge in e.
Atoms and positions in Å:
C1 -0.07920 1.43053 1.04122  -1.2512
C2 0.80568 0.70739 0.05765  0.3364
N1 1.15992 -0.68661 0.33600  -0.6844
C3 0.36850 -0.37583 -0.85491  -0.1026
C4 -1.03407 -0.96653 -0.87063  -0.6508
O1 -1.47814 -1.33076 0.41188  -0.5547
H1 -0.70448 2.16816 0.52622  0.2747
H2 -0.73335 0.72821 1.56068  0.3179
H3 0.53504 1.96293 1.77590  0.3539
H4 1.61122 1.32162 -0.34875  0.3976
H5 2.13406 -0.87539 0.12629  0.2362
H6 0.87112 -0.41216 -1.82245  0.4293
H7 -1.03871 -1.83476 -1.55104  0.2906
H8 -1.74150 -0.23329 -1.27679  0.2600
H9 -0.67608 -1.60352 0.88874  0.3473



Entry 3:
This record from the Open Molecules 2025 dataset describes an isolated molecule of C6H16O3Si2 in a non-equilibrium geometry. The level of theory is ωB97M-V with the def2-TZVPD basis set.

Output
- Lowest unoccupied orbital energy: 0.83 eV
- Multiplicity: 1
- HOMO: -9.10 eV
- Relative energy (zero: lowest compared OMol25 entry of this formula, charge and spin): 0.00 kJ/mol
- SMILES string: CCO[SiH2][Si](C)(C)OC(C)=O

Last column: Mulliken charge in e.
Atoms and positions in Å:
C1 3.10423 2.22198 -2.07227  -1.1788
C2 2.16712 1.25793 -2.70657  -0.2199
O1 1.28780 0.82364 -1.74476  -0.0408
Si1 0.29165 -0.46080 -1.66161  0.1238
Si2 -0.50701 -0.09801 0.47578  0.4678
C3 0.54920 -0.29340 1.91465  -1.1357
C4 -1.46498 1.43324 0.54399  -1.2015
O2 -1.55492 -1.32736 0.71531  -0.3191
C5 -2.14367 -1.57746 1.92322  0.8395
C6 -2.70986 -2.91897 1.96578  -1.1961
O3 -2.03635 -0.80592 2.83874  -0.5479
H1 2.64566 3.14252 -1.87890  0.3329
H2 3.33473 1.90931 -1.07371  0.2924
H3 3.93007 2.38425 -2.75459  0.3586
H4 2.72046 0.36634 -3.17178  0.2797
H5 1.47600 1.63609 -3.38081  0.3185
H6 -0.72664 -0.58328 -2.72694  -0.1604
H7 0.93368 -1.70980 -1.38949  -0.2000
H8 0.81518 -1.27035 2.12820  0.3899
H9 1.46845 0.28847 1.73499  0.3473
H10 -0.08277 -0.01025 2.80201  0.3591
H11 -2.07953 1.36948 -0.33859  0.2914
H12 -2.05323 1.47287 1.43211  0.4473
H13 -0.95807 2.35536 0.51267  0.3923
H14 -1.89942 -3.60486 1.87702  0.2933
H15 -3.17876 -3.03213 2.92284  0.3366
H16 -3.32903 -2.96890 1.11271  0.3296



Entry 4:
This record from the Open Molecules 2025 dataset describes a structure of composition C25H40BiNP3 in a non-equilibrium geometry. The level of theory is ωB97M-V with the def2-TZVPD basis set.

Output
- Lowest unoccupied orbital energy: -3.22 eV
- Charge: +1
- Multiplicity: 1
- HOMO: -9.25 eV

Last column: Mulliken charge in e.
Atoms and positions in Å:
C1 2.49492 -2.93897 -3.44463  -0.2517
C2 2.69547 -1.83349 -2.63739  -0.0364
C3 2.45444 -0.51720 -3.18117  0.1100
C4 1.93186 -0.37994 -4.52352  0.8486
C5 1.76777 -1.55754 -5.30489  -0.8760
C6 2.06018 -2.79845 -4.78122  -0.7758
C7 1.57509 0.91340 -4.94528  -0.9755
C8 1.72859 2.03530 -4.11107  0.9182
C9 2.27514 1.80282 -2.79335  -0.0769
C10 2.36042 2.89305 -1.85053  0.1233
C11 1.94461 4.15544 -2.23967  -0.2502
C12 1.46292 4.39219 -3.54668  -0.7915
C13 1.34563 3.36196 -4.45500  -0.8996
H1 2.71921 -3.92260 -3.02907  0.4449
H2 1.40994 -1.42421 -6.32939  0.4356
H3 1.96431 -3.70451 -5.38923  0.3728
H4 1.19929 1.05646 -5.95750  0.4391
H5 2.04178 4.96811 -1.51843  0.4384
H6 1.18915 5.41683 -3.81861  0.3760
H7 0.96388 3.51733 -5.46766  0.4294
N1 2.61738 0.56161 -2.38962  -0.1364
Bi1 -0.13558 -0.01461 -0.25413  0.4836
C14 3.09778 -1.96584 -1.17385  -0.9829
H8 3.67067 -1.06102 -0.88897  0.3101
H9 3.69362 -2.89200 -1.02268  0.7404
C15 2.87038 2.60032 -0.44563  -1.0834
H10 3.61266 1.77569 -0.50905  0.3388
H11 3.29855 3.52482 0.00002  0.7280
P1 1.65725 -2.01097 -0.00893  0.6638
P2 1.55036 1.97466 0.71023  0.9486
C16 0.49811 3.44142 1.02956  -1.0154
H12 -0.27856 3.21133 1.77919  -0.0063
H13 1.12460 4.26872 1.39880  0.4000
H14 -0.00408 3.73184 0.09006  0.3493
C17 2.46043 1.60913 2.25942  -1.1078
H15 2.97218 2.52767 2.59461  0.4200
H16 1.76847 1.26003 3.04614  0.1828
H17 3.19536 0.80510 2.07025  0.3108
C18 0.72257 -3.51118 -0.49787  -1.2733
H18 1.38211 -4.39597 -0.50600  0.3978
H19 -0.10592 -3.66710 0.21308  0.3907
H20 0.28503 -3.36169 -1.49989  0.3551
C19 2.36768 -2.34245 1.62619  -0.9066
H21 1.56843 -2.42114 2.37984  0.1796
H22 2.92440 -3.29294 1.58869  0.4613
H23 3.03781 -1.52081 1.92719  0.2842
H24 0.02457 0.32067 -2.02011  -0.1032
H25 -1.42412 -1.33015 -0.36276  -0.1365
C20 -0.76808 2.56586 4.40776  -1.3094
C21 -0.90720 1.04632 4.32882  -0.8746
P3 -0.91070 0.39894 2.58118  0.4590
C22 -0.90909 -1.41852 2.93062  0.4073
C23 -2.15099 -1.93941 3.62036  -1.5970
C24 -2.46161 1.11045 1.84120  -0.4522
C25 -3.67566 1.13985 2.74255  -1.3056
H26 0.19459 2.92667 4.02050  0.2161
H27 -0.82976 2.87267 5.45759  0.4141
H28 -1.56495 3.09696 3.86908  0.2801
H29 -0.06770 0.52107 4.83706  0.4525
H30 -1.85010 0.67452 4.76528  0.5217
H31 -0.67855 -1.93223 1.97974  -0.3884
H32 -0.02001 -1.57124 3.56257  0.2540
H33 -3.04865 -1.84161 3.00305  0.2871
H34 -2.00491 -3.00136 3.84722  0.4545
H35 -2.32792 -1.42373 4.56820  0.3127
H36 -2.18880 2.13057 1.53207  0.2690
H37 -2.63684 0.56408 0.89467  0.4785
H38 -3.50288 1.75878 3.62998  0.2671
H39 -4.51573 1.58218 2.19335  0.4330
H40 -3.96748 0.13835 3.06320  0.2250



Entry 5:
This record from the Open Molecules 2025 dataset describes a structure of composition C9H19AlAsCl3GeN4OS2 in a non-equilibrium geometry. The level of theory is ωB97M-V with the def2-TZVPD basis set.

Output
- Lowest unoccupied orbital energy (alpha / beta): -2.92 / -3.92 eV
- Charge: +1
- Multiplicity: 2
- HOMO (alpha / beta): -9.45 / -9.46 eV
- Relative energy (zero: lowest compared OMol25 entry of this formula, charge and spin): 843.74 kJ/mol

Last column: Löwdin spin population.
Atoms and positions in Å:
Al1 0.60466 0.33724 0.30195  0.0011
C1 2.27940 -2.18546 2.63930  0.0000
C2 1.91863 -0.83199 2.09981  0.0000
S1 0.39323 -0.02080 2.63398  0.0000
C3 2.76891 -0.08045 1.36453  0.0001
C4 4.06981 -0.68176 0.90873  0.0000
S2 2.35246 1.57819 0.86609  0.0000
H1 1.48055 -2.61247 3.24058  0.0000
H2 3.17252 -2.09487 3.26062  0.0000
H3 2.48220 -2.88469 1.82965  0.0000
H4 4.69712 -0.92172 1.77000  0.0000
H5 4.61084 0.00735 0.26695  0.0000
H6 3.89399 -1.61108 0.36467  0.0000
C5 -1.97386 -1.03022 -2.45250  0.7997
As1 0.00797 -1.09975 -2.52474  0.0791
C6 0.45088 0.07501 -3.96585  0.0166
C7 0.73103 -2.83053 -2.86790  0.0187
O1 0.89296 -0.53792 -1.16258  -0.0018
H7 -3.39386 -0.18232 -0.70856  0.0062
H8 -0.32991 -1.20867 2.83435  0.0000
H9 -3.54253 -3.20939 1.03410  0.0015
H10 0.00432 -0.30729 -4.88270  0.0003
H11 1.53396 0.11531 -4.06445  0.0013
H12 0.05619 1.06504 -3.74932  0.0015
H13 0.31852 -3.21083 -3.80142  0.0003
H14 0.44576 -3.48164 -2.04345  0.0001
H15 1.81390 -2.74440 -2.93462  0.0020
Cl1 -0.71324 -2.98843 0.70121  0.0016
Ge1 -2.53804 -2.90409 2.21996  0.0001
Cl2 -2.45767 -4.93829 3.06031  -0.0003
Cl3 -2.39930 -1.00584 -0.56404  0.0687
N1 -3.73188 5.10417 0.23022  0.0000
C8 -2.62959 4.37962 0.37590  0.0000
N2 -1.62359 4.84036 1.12030  0.0000
N3 -2.60181 3.19808 -0.25357  0.0001
C9 -1.59346 2.42443 -0.15354  0.0012
N4 -0.68462 1.69584 -0.11452  0.0018
H16 -3.84410 6.01056 0.64935  0.0000
H17 -4.47364 4.73577 -0.34119  0.0000
H18 -1.67064 5.73324 1.58107  0.0000
H19 -0.77808 4.30467 1.23134  0.0000



Entry 6:
This record from the Open Molecules 2025 dataset describes an isolated molecule of C10H30Si4 in a non-equilibrium geometry. The level of theory is ωB97M-V with the def2-TZVPD basis set.

Output
- Lowest unoccupied orbital energy: 0.64 eV
- Multiplicity: 1
- HOMO: -8.61 eV
- Relative energy (zero: lowest compared OMol25 entry of this formula, charge and spin): 148.98 kJ/mol
- SMILES string: C[Si](C)(C)[Si](C)([Si](C)(C)C)[Si](C)(C)C

Last column: Mulliken charge in e.
Atoms and positions in Å:
C1 -2.09021 -0.86501 -2.67485  -1.2176
Si1 -0.31177 -0.83566 -2.12580  0.6894
C2 0.48270 0.68363 -2.99926  -1.1333
C3 0.57763 -2.35776 -2.69857  -1.2471
Si2 -0.45679 -0.07203 0.00799  0.0807
C4 -2.16175 -0.78551 0.84920  -1.6631
Si3 0.95840 -1.41334 1.26248  0.4934
C5 2.60004 -1.00858 0.61252  -1.2486
C6 0.87017 -3.23898 1.46919  -1.1684
C7 1.08314 -0.92341 3.00895  -1.2436
Si4 -0.52163 2.12459 0.44644  1.2210
C8 -1.01060 3.54378 -0.65647  -1.2292
C9 -1.53557 2.47008 1.96035  -1.4040
C10 1.31226 2.48014 1.05630  -0.7619
H1 -2.29327 -0.62206 -3.71289  0.4135
H2 -2.58815 0.02480 -2.22405  0.2591
H3 -2.66291 -1.68764 -2.33672  0.3492
H4 -0.34963 1.35603 -2.95226  0.1743
H5 1.42773 1.17490 -2.61578  0.2971
H6 0.64071 0.53095 -4.03027  0.4936
H7 0.29614 -2.62668 -3.69167  0.4263
H8 1.67330 -2.29215 -2.70411  0.3475
H9 0.44939 -3.15563 -1.98927  0.3556
H10 -2.98251 -0.57821 0.21816  0.4926
H11 -2.41222 -0.18913 1.73240  0.3713
H12 -2.20751 -1.83764 1.11559  0.4069
H13 2.81784 0.04001 0.74231  0.3361
H14 2.60388 -1.21752 -0.45095  0.2841
H15 3.48346 -1.60469 0.84975  0.4744
H16 1.86279 -3.45187 1.75643  0.3800
H17 0.56447 -3.86800 0.59996  0.2700
H18 0.17509 -3.45234 2.27838  0.3116
H19 1.83720 -1.47788 3.51548  0.4258
H20 1.21940 0.13110 3.30122  0.3334
H21 0.06446 -1.24554 3.28244  0.2388
H22 -1.98566 3.92192 -0.43870  0.3852
H23 -0.95201 3.14138 -1.69576  0.2542
H24 -0.33116 4.40800 -0.71990  0.3399
H25 -1.21033 3.36539 2.45773  0.3800
H26 -2.55685 2.57295 1.70292  0.3727
H27 -1.30917 1.63150 2.60408  0.2904
H28 2.17114 2.70671 0.42613  0.3538
H29 1.49826 1.50621 1.44603  -0.3260
H30 1.26010 2.99319 2.01484  0.3408



Number 1: E_tot -7531.16239 a.u.. Number 2: E_tot -287.76206 a.u.. Number 3: E_tot -1042.96233 a.u.. Number 4: E_tot -2269.75348 a.u.. Number 5: E_tot -7380.44324 a.u.. Number 6: E_tot -1556.97487 a.u..